77
Properties=species:S:1:pos:R:3:mulliken_charge:R:1 method="wB97M-V/def2-TZVPD" orbital_gap_ev=5.94 spin_multiplicity=1 total_charge=+1 e_tot_ev=-176983.469 e_lumo_ev=-3.819
C 0.06693 -1.32157 0.95660 -1.464
C -0.12639 -0.09768 0.07101 -0.385
C -1.60880 0.19456 -0.17403 -0.646
C -1.83975 1.62660 -0.70496 -0.308
P -2.60461 2.74419 0.46947 0.757
Br -2.36845 4.74262 -0.25882 -0.098
Br -1.57456 2.57232 2.34062 -0.035
C -4.35991 2.46881 0.75617 -0.850
C -4.77653 0.99598 0.83841 -0.327
C -6.29508 0.88571 0.97991 -0.925
C -6.82889 -0.54462 0.78204 -0.671
O -7.86753 -0.60202 -0.16357 -0.395
C -7.40277 -0.54398 -1.49346 -0.628
H -0.52120 -2.16553 0.58845 0.325
H -0.25132 -1.12243 1.98230 0.353
H 1.10984 -1.63588 0.98320 0.347
H 0.34667 0.77634 0.53012 0.322
H 0.36909 -0.24377 -0.89281 0.386
H -2.16367 0.01315 0.75041 0.241
H -2.01548 -0.50329 -0.90787 0.320
H -2.47398 1.66916 -1.59703 0.557
H -0.89163 2.10083 -0.97394 -0.048
H -4.58884 2.99588 1.68739 0.408
H -4.88440 2.99057 -0.05063 0.490
H -4.28787 0.52658 1.69673 0.346
H -4.44878 0.45342 -0.05284 0.373
H -6.78435 1.53206 0.24608 0.459
H -6.58983 1.25975 1.96273 0.420
H -6.01107 -1.21835 0.48667 0.368
H -7.24764 -0.93060 1.70971 0.369
H -6.78637 0.34655 -1.67603 0.227
H -6.81582 -1.43558 -1.74185 0.277
H -8.27299 -0.49573 -2.14277 0.262
C 0.55266 4.23933 -2.91952 -0.495
C 1.63783 3.29829 -3.42331 -0.498
N 2.39034 3.86031 -4.52348 0.103
C 3.18751 2.88217 -5.24992 -0.671
C 4.33561 2.19854 -4.50286 -0.977
C 3.02536 5.14684 -4.26480 -0.706
C 3.96985 5.24377 -3.06298 -0.909
H -0.08211 4.57221 -3.74208 0.364
H -0.07309 3.72376 -2.18723 -0.390
H 0.96768 5.11988 -2.42732 0.342
H 1.16960 2.38182 -3.79687 0.490
H 2.26724 2.99426 -2.56943 0.273
H 3.58071 3.37871 -6.13987 0.360
H 2.49699 2.11314 -5.60957 0.390
H 5.16782 2.87651 -4.31984 0.228
H 4.71518 1.36586 -5.09707 0.405
H 4.00997 1.79465 -3.54243 0.261
H 2.23759 5.89543 -4.14678 0.337
H 3.56014 5.42388 -5.17541 0.386
H 3.51592 4.83119 -2.15938 0.234
H 4.20178 6.29077 -2.86174 0.375
H 4.91085 4.72280 -3.22897 0.248
C 2.80043 -4.44401 1.08018 -1.525
C 3.03331 -3.88641 2.47542 -0.503
N 1.99669 -4.27578 3.41538 0.214
C 2.01783 -3.51310 4.65380 -0.648
C 3.24129 -3.64893 5.56491 -1.036
C 1.77838 -5.71151 3.55063 -0.703
C 2.98346 -6.58380 3.91469 -0.930
H 1.78439 -4.21904 0.74905 0.293
H 3.50367 -3.99623 0.37666 0.422
H 2.93895 -5.52428 1.03293 0.382
H 3.01754 -2.79217 2.43057 0.529
H 4.04766 -4.15928 2.80447 0.304
H 1.11936 -3.77879 5.21745 0.414
H 1.90888 -2.45823 4.37820 0.294
H 3.27830 -4.61862 6.05860 0.219
H 3.20709 -2.88480 6.34354 0.419
H 4.17209 -3.51376 5.01241 0.281
H 1.36220 -6.07701 2.60870 0.354
H 0.99072 -5.84418 4.29616 0.373
H 3.84381 -6.36407 3.28026 0.253
H 2.73208 -7.63547 3.76858 0.376
H 3.29243 -6.45865 4.95086 0.241



78
Properties=species:S:1:pos:R:3:mulliken_charge:R:1 method="wB97M-V/def2-TZVPD" relative_energy_kcal_mol=0.00 orbital_gap_ev=8.55 spin_multiplicity=1 smiles=CC1(C)CCCC(C)(C)N1O.CC1(C)CCCC(C)(C)N1O.CC(C)O.O.O e_tot_ev=-35803.389 e_lumo_ev=0.421
C 3.56119 -1.36145 4.20923 -1.704
C 2.50984 -1.84006 3.17266 1.860
C 3.14699 -2.78765 2.15932 -2.133
C 1.35722 -2.58435 3.83304 -1.340
C 0.24453 -1.69277 4.38098 -1.029
C -0.24342 -0.69904 3.35958 -0.820
C 0.89693 0.18382 2.85225 1.968
C 0.41981 1.00836 1.67127 -2.047
C 1.32889 1.14509 3.97958 -2.073
N 1.97597 -0.70181 2.42832 0.644
O 2.99821 0.00046 1.74384 -0.518
H 3.24780 -1.58624 5.23131 0.307
H 4.51597 -1.87457 4.07271 0.480
H 3.74087 -0.29642 4.10201 0.298
H 4.12153 -2.45114 1.78711 0.440
H 3.36335 -3.75903 2.61332 0.458
H 2.52515 -2.90571 1.27002 0.413
H 0.93362 -3.28866 3.10353 0.368
H 1.76092 -3.24881 4.60224 0.510
H -0.56531 -2.32340 4.76259 0.426
H 0.63145 -1.24681 5.30497 0.336
H -0.98813 -0.08359 3.86956 0.549
H -0.68276 -1.23275 2.51226 0.104
H -0.58159 1.39224 1.88654 0.431
H 0.30497 0.36549 0.79480 0.078
H 1.06625 1.84186 1.40353 0.471
H 0.51705 1.84097 4.21730 0.441
H 2.20868 1.71188 3.67128 0.416
H 1.55251 0.65069 4.92464 0.377
H 2.87353 -0.22966 0.81693 0.304
C 1.36170 -0.56070 -4.03630 -2.075
C 1.18138 0.77604 -3.28917 2.149
C 1.11299 0.44951 -1.78266 -1.399
C 2.39300 1.61937 -3.65952 -1.558
C 2.29341 3.03735 -3.12923 -0.548
C 0.99365 3.69401 -3.60152 -1.554
C -0.28471 2.84544 -3.48964 2.089
C -0.88139 3.11233 -2.09453 -1.333
C -1.24912 3.32953 -4.58004 -2.137
N -0.01635 1.42871 -3.77084 0.045
O -1.15829 0.64662 -3.48056 -0.362
H 0.87115 -0.49460 -5.01482 0.464
H 0.87371 -1.41707 -3.56119 0.348
H 2.39072 -0.85483 -4.24361 0.399
H 0.30028 -0.25732 -1.61349 -0.040
H 0.93952 1.33383 -1.17439 0.254
H 2.04038 -0.03933 -1.46936 0.379
H 3.32054 1.09887 -3.42358 0.518
H 2.41330 1.68449 -4.76033 0.405
H 3.14788 3.67549 -3.35449 0.463
H 2.29745 2.95582 -2.02978 0.178
H 1.14829 4.06901 -4.62112 0.421
H 0.85771 4.60502 -3.01425 0.354
H -0.14810 3.36555 -1.33646 0.332
H -1.77892 3.72932 -2.14727 0.517
H -1.33859 2.16530 -1.77183 -0.112
H -2.20941 2.82639 -4.44906 0.530
H -1.43417 4.39776 -4.43969 0.432
H -0.81703 3.18486 -5.56645 0.444
H -1.58196 0.52687 -4.33497 0.344
C -2.51969 -1.65417 -0.69979 -0.593
C -3.19337 -0.74044 0.32707 1.495
C -3.54113 0.60539 -0.24997 -1.215
O -4.39768 -1.33677 0.83947 -0.579
H -1.95049 -2.46302 -0.22775 0.270
H -1.73044 -1.07713 -1.19602 -0.218
H -3.20003 -2.08004 -1.43465 0.325
H -2.51007 -0.70601 1.18462 -0.613
H -3.93854 1.19450 0.57867 0.460
H -4.22167 0.49691 -1.08925 0.347
H -2.61463 1.08740 -0.55584 -0.024
H -4.13301 -2.11509 1.35218 0.438
O -3.46655 -3.67490 2.15818 -0.625
H -2.63065 -4.10953 1.96837 0.287
H -4.12976 -4.36703 2.06872 0.297
O -5.90582 -3.70877 -0.12695 -0.630
H -6.20310 -3.00379 0.45677 0.316
H -5.49434 -3.22813 -0.85041 0.302



100
Properties=species:S:1:pos:R:3:mulliken_charge:R:1 method="wB97M-V/def2-TZVPD" orbital_gap_ev=8.70 spin_multiplicity=1 smiles="C[N+](=O)[O-].C[N+](=O)[O-].C[N+](=O)[O-].C[N+](=O)[O-].COC(=O)OC.COC(=O)OC.COC(=O)OC.COC(=O)OC.COC(=O)OC.CO.CO" e_tot_ev=-79718.322 e_lumo_ev=-0.406
C -0.12590 4.18780 -0.61901 0.213
N -0.68534 5.33419 0.13880 1.042
O -1.86391 5.57183 0.00937 -0.578
O 0.09476 5.97085 0.82666 -0.665
H -0.45343 3.36273 0.02027 -0.332
H 0.95324 4.25408 -0.61700 0.166
H -0.60734 4.14581 -1.58070 0.164
C 2.46513 -4.06701 1.76059 -1.036
N 1.24780 -3.22723 1.64281 1.150
O 0.33184 -3.68093 1.00288 -0.646
O 1.30600 -2.13576 2.16295 -0.457
H 2.32980 -4.83887 2.51549 0.365
H 3.31874 -3.44680 2.00936 0.324
H 2.61935 -4.55762 0.80530 0.191
C -0.40893 -3.25239 -2.48228 -0.216
N -0.38614 -3.07816 -3.96861 0.963
O 0.02105 -2.00930 -4.42615 -0.572
O -0.82815 -3.97678 -4.66332 -0.585
H -0.96153 -2.41385 -2.06348 0.031
H 0.65417 -3.26092 -2.25766 0.040
H -0.94780 -4.14762 -2.19494 0.321
C -2.68520 0.80367 -3.64178 -0.825
N -2.13954 1.15705 -2.30022 0.549
O -1.90221 2.32657 -2.10137 -0.481
O -2.05438 0.28321 -1.46536 -0.312
H -2.48140 1.64104 -4.30074 0.246
H -3.73143 0.56921 -3.47439 0.382
H -2.13930 -0.03800 -4.06490 0.199
C -2.46588 -1.77408 1.04292 0.756
O -3.24735 -2.96064 1.11245 -0.434
C -3.47624 -3.51244 2.30882 0.508
O -4.01906 -4.55690 2.44800 -0.605
O -3.03160 -2.70895 3.26686 -0.014
C -3.16374 -3.08980 4.63027 -0.979
H -1.44638 -2.05045 1.31477 -0.283
H -2.77309 -0.98635 1.73013 0.343
H -2.44730 -1.37900 0.03529 -0.127
H -3.18349 -2.22303 5.28385 0.213
H -2.35849 -3.77312 4.89573 0.200
H -4.12592 -3.59392 4.75264 0.494
C 0.96039 1.24015 -3.38618 0.048
O 0.18761 1.94207 -4.38760 -0.362
C 0.12199 3.24940 -4.37007 0.884
O 0.61182 4.02324 -3.60083 -0.593
O -0.70009 3.60996 -5.37863 -0.390
C -1.04118 4.98144 -5.42293 -0.687
H 0.60691 0.21354 -3.36812 -0.033
H 0.86545 1.69505 -2.40319 0.087
H 1.97044 1.28196 -3.77799 0.145
H -1.67722 5.26971 -4.58139 0.272
H -1.61240 5.15577 -6.33107 0.265
H -0.13609 5.59050 -5.40558 0.305
C -3.21417 2.34688 0.14020 -1.254
O -2.07458 2.00050 0.92347 0.334
C -1.62424 2.91303 1.78388 0.202
O -2.18966 3.92333 2.10993 -0.599
O -0.39716 2.57035 2.15463 0.449
C 0.37515 3.44472 2.97140 -0.820
H -3.88148 3.03359 0.65979 0.430
H -3.74347 1.41297 -0.03929 0.371
H -2.90774 2.82359 -0.79146 0.309
H -0.20761 3.87267 3.78780 0.326
H 0.67817 4.25190 2.29964 0.183
H 1.25328 2.95015 3.37348 0.245
C 0.21209 -3.54738 4.89928 -0.358
O -0.35932 -2.27074 4.60736 -0.091
C -1.50304 -1.96063 5.21500 0.486
O -2.03840 -2.54612 6.10357 -0.488
O -1.97402 -0.77807 4.76753 -0.321
C -1.27804 -0.10496 3.71598 -0.047
H -0.53494 -4.33479 4.89469 0.373
H 0.79190 -3.42414 5.81201 0.302
H 0.94233 -3.75228 4.11786 -0.099
H -1.09973 -0.75886 2.85900 -0.571
H -0.32387 0.28999 4.05406 0.421
H -1.96227 0.64264 3.32461 0.415
C 4.42382 -4.04061 -1.59295 -0.551
O 4.02886 -2.97485 -2.43024 -0.414
C 3.26678 -2.02575 -1.86738 0.493
O 2.79191 -2.07580 -0.77100 -0.487
O 3.00821 -1.06329 -2.70786 0.059
C 3.64713 -0.93099 -3.95962 -0.961
H 4.88000 -4.83937 -2.16629 0.296
H 3.54917 -4.42765 -1.05960 0.105
H 5.09563 -3.71031 -0.79544 0.302
H 3.22699 -1.60995 -4.69992 0.346
H 4.71833 -1.15231 -3.93259 0.405
H 3.64409 0.09013 -4.32867 0.324
C 3.49828 3.22358 1.49884 -0.567
O 3.28908 1.86738 1.84129 -0.556
H 3.36553 3.81340 2.40985 0.281
H 4.57113 3.35439 1.30960 0.304
H 2.91505 3.60676 0.66429 0.096
H 2.75396 1.39610 1.17049 0.557
C 0.49075 0.34210 0.17496 1.015
O 1.86014 0.57345 -0.10374 -0.563
H -0.15081 1.21296 0.08069 -0.638
H 0.10352 -0.36020 -0.57443 -0.231
H 0.39371 -0.11622 1.15983 0.236
H 2.33052 -0.27221 -0.14529 0.297